Entry 1:
Below is a structure of composition C22H29IrN6O2S, with properties calculated with ωB97M-V with the def2-TZVPD basis set.

- energy relative to the best compared isomer or geometry (same formula, charge and spin) (eV) = 0.387
- orbital gap (eV) = 6.65
- HOMO (eV) = -13.09
- max |F| (eV/A) = 0.59
- LUMO (Ha) = -0.237

```
! RIJCOSX wB97M-V def2-TZVPD def2/J DEFGRID3
* xyz 2 1
Ir 0.358 -0.800 0.770
C 0.551 -3.855 2.070
O -0.173 -2.846 1.338
C -1.534 -3.045 1.070
C -2.292 -4.056 1.622
C -3.628 -4.157 1.245
C -4.179 -3.271 0.329
C -3.406 -2.265 -0.231
C -2.083 -2.139 0.160
N -1.151 -1.217 -0.401
N -1.262 -0.909 -1.627
C -0.215 -0.480 -2.343
C 1.130 -0.836 -1.977
O 1.454 -1.338 -0.820
C 2.143 -0.746 -2.961
C 1.866 -0.240 -4.192
C 0.559 0.185 -4.580
C 0.313 0.695 -5.866
C -0.958 1.061 -6.235
C -2.010 0.927 -5.321
C -1.787 0.442 -4.051
C -0.500 0.055 -3.664
H 0.433 -4.817 1.576
H 0.191 -3.906 3.098
H 1.595 -3.559 2.042
H -1.869 -4.766 2.318
H -4.236 -4.943 1.669
H -5.215 -3.372 0.037
H -3.809 -1.589 -0.972
H 3.137 -1.073 -2.691
H 2.666 -0.148 -4.918
H 1.138 0.789 -6.562
H -1.150 1.450 -7.225
H -3.011 1.212 -5.615
H -2.607 0.360 -3.350
N -1.128 1.038 2.736
N -0.945 -0.352 2.413
H -1.879 1.125 3.415
H -1.420 1.508 1.885
H -1.836 -0.817 2.226
H -0.578 -0.790 3.254
C 0.544 4.273 0.588
N 1.459 3.495 1.430
C 2.552 4.280 2.019
C 1.459 2.171 1.409
S 0.646 1.388 0.085
N 2.082 1.480 2.384
C 2.535 0.121 2.195
C 2.128 1.950 3.770
H 0.422 5.253 1.043
H -0.425 3.787 0.530
H 0.949 4.397 -0.417
H 2.900 4.982 1.263
H 3.379 3.636 2.295
H 2.211 4.842 2.888
H 2.643 -0.125 1.122
H 1.918 -0.594 2.762
H 3.549 -0.018 2.575
H 1.463 2.798 3.894
H 3.138 2.222 4.077
H 1.773 1.146 4.415
*
```

Here are the Löwdin charges for atoms 1 to 5, given in e: 1.1364 -0.0014 -0.2629 -0.2294 0.0078

Entry 2:
Below is a structure of composition C22H29N2O7RhS3Se2 at a distorted geometry, with properties calculated with ωB97M-V with the def2-TZVPD basis set.

- energy relative to the best compared isomer or geometry (same formula, charge and spin) (eV) = 0.655
- orbital gap (spin up / spin down) (eV) = 7.72 / 6.20
- expectation value of S² = 6.0184
- HOMO (spin up / spin down) (eV) = -7.70 / -9.17
- max |F| (eV/A) = 6.24
- LUMO (spin up / spin down) (Ha) = 0.001 / -0.109

```
! RIJCOSX wB97M-V def2-TZVPD def2/J DEFGRID3
* xyz 0 5
Rh -1.151 0.892 0.459
C 0.544 -1.465 2.021
Se 1.096 0.203 1.376
C 1.138 1.316 3.083
C 0.092 2.395 3.106
Se -0.278 3.089 1.183
C -1.792 4.208 1.588
H -0.152 -1.867 1.290
H -0.097 -1.200 2.881
H 1.280 -2.185 2.373
H 2.142 1.796 2.976
H 1.075 0.604 3.937
H 0.455 3.326 3.526
H -0.851 2.056 3.618
H -2.221 4.090 2.622
H -2.619 3.929 0.924
H -1.537 5.236 1.330
O -1.993 -0.943 0.654
S -3.334 -1.363 -0.115
O -3.088 -2.690 -0.667
O -3.910 -0.242 -0.729
C -4.325 -1.570 1.399
C -4.977 -2.793 1.520
C -5.791 -2.946 2.646
C -6.040 -1.970 3.570
C -5.279 -0.842 3.500
C -4.382 -0.568 2.424
S -3.478 0.917 2.814
O -2.374 0.483 3.683
O -2.936 1.532 1.548
O -4.375 1.887 3.401
H -5.033 -3.556 0.797
H -6.225 -3.988 2.707
H -6.940 -2.068 4.215
H -5.358 0.024 4.236
C -1.048 -2.476 -3.110
C -0.197 -2.401 -1.822
N 1.011 -1.585 -2.075
C 2.292 -2.237 -2.525
C 3.404 -2.311 -1.471
C 0.959 -0.279 -1.935
S -0.541 0.636 -1.662
N 2.047 0.374 -2.278
C 2.762 1.301 -1.657
O 2.486 1.927 -0.597
C 4.072 1.631 -2.362
C 4.718 2.730 -1.808
C 5.844 3.315 -2.365
C 6.236 2.881 -3.632
C 5.572 1.806 -4.181
C 4.527 1.162 -3.566
H -2.024 -2.905 -2.970
H -0.596 -3.087 -3.888
H -1.235 -1.518 -3.589
H 0.065 -3.405 -1.531
H -0.745 -1.937 -0.977
H 2.608 -1.590 -3.315
H 1.990 -3.209 -2.931
H 3.440 -3.286 -0.958
H 3.152 -1.588 -0.727
H 4.430 -2.195 -1.843
H 4.234 3.214 -0.954
H 6.269 4.159 -1.898
H 7.018 3.408 -4.144
H 5.904 1.465 -5.155
H 4.061 0.271 -3.972
*
```

Here are the natural (NBO) charges for atoms 1 to 5, given in e: 0.9687 -0.8668 0.5298 -0.5502 -0.5420

Entry 3:
Below is an isolated molecule of C22H29N3O2 at a distorted geometry, with properties calculated with ωB97M-V with the def2-TZVPD basis set.

- SMILES = CCCCOc1ccc(C(=O)Nc2ccc(N3CCN(C)CC3)cc2)cc1
- energy relative to the best compared isomer or geometry (same formula, charge and spin) (eV) = 17.855
- orbital gap (eV) = 8.23
- HOMO (eV) = -7.58
- max |F| (eV/A) = 18.66
- LUMO (Ha) = 0.024

```
! RIJCOSX wB97M-V def2-TZVPD def2/J DEFGRID3
* xyz 0 1
C 0.620 -0.285 -10.300
C 0.243 -0.250 -8.737
C 0.315 1.192 -8.282
C -0.121 1.343 -6.916
O 0.817 0.662 -6.241
C 0.834 0.853 -4.932
C 1.888 0.401 -4.299
C 2.070 0.038 -2.878
C 1.006 0.537 -2.142
C 1.154 0.555 -0.561
O 2.136 0.423 -0.051
N -0.164 0.492 -0.035
C -0.582 0.293 1.412
C -1.783 0.087 1.741
C -1.974 -0.175 3.211
C -1.069 0.143 4.107
N -1.322 -0.263 5.437
C -2.404 -1.085 5.971
C -1.833 -2.336 6.292
N -0.568 -2.033 7.430
C -0.087 -3.061 7.813
C 0.250 -0.971 6.974
C -0.687 0.233 6.468
C 0.208 0.198 3.657
C 0.646 0.572 2.297
C -0.159 1.188 -2.705
C 0.063 1.331 -4.149
H 0.546 -1.324 -10.586
H -0.182 0.257 -10.860
H 1.692 0.265 -10.474
H -0.667 -0.728 -8.686
H 1.045 -0.881 -8.098
H -0.429 1.853 -9.136
H 1.265 1.640 -8.605
H -0.372 2.453 -6.588
H -0.924 0.743 -6.706
H 2.712 -0.112 -4.740
H 2.808 -0.305 -2.186
H -0.865 0.209 -0.679
H -2.634 -0.070 0.957
H -3.141 -0.225 3.259
H -3.219 -1.174 5.189
H -2.898 -0.428 6.652
H -2.306 -3.060 6.655
H -0.986 -2.617 5.334
H -0.844 -3.822 8.283
H 0.701 -2.938 8.731
H 0.549 -3.802 7.068
H 0.890 -0.916 7.777
H 0.838 -1.087 6.128
H 0.046 1.064 6.164
H -0.954 0.648 7.436
H 1.035 0.572 4.410
H 1.681 0.653 2.122
H -1.108 1.507 -2.191
H -0.875 1.681 -4.694
*
```

Here are the natural (NBO) charges for atoms 1 to 5, given in e: -0.6031 -0.3977 -0.3896 -0.0909 -0.4669

no.,energy (eV)
1,-49978.9971
2,-206798.9141
3,-31834.4004